Molecular formula: C21H45BrF5N5NbO6
Method: DFT, ωB97M-V with the def2-TZVPD basis set

```
! RIJCOSX wB97M-V def2-TZVPD def2/J DEFGRID3
* xyz -1 1
C -3.708 0.079 0.647
C -2.409 0.645 0.129
N -2.106 1.836 0.478
C -1.572 -0.206 -0.767
Nb -0.139 -1.641 0.194
Br -0.768 -0.981 2.605
C -1.945 -2.984 0.277
C -1.953 -4.048 1.401
C -1.524 -5.464 0.962
N -0.185 -5.919 1.355
C 1.122 0.216 0.081
C 2.580 0.113 0.557
C 2.785 -0.198 2.039
O 2.677 1.063 2.737
C 2.887 1.127 4.077
C 1.997 0.228 4.897
O 3.662 1.904 4.515
O 1.253 -2.996 0.831
N 2.320 -3.390 0.061
O 3.287 -3.633 0.692
C 0.389 -2.143 -2.026
F 1.722 -1.876 -2.246
F -0.278 -1.337 -2.929
C 0.139 -3.553 -2.600
F -1.141 -3.709 -2.975
F 0.907 -3.833 -3.654
F 0.379 -4.503 -1.664
H -3.524 -0.455 1.590
H -4.164 -0.632 -0.049
H -4.412 0.893 0.846
H -1.208 2.118 0.082
H -2.212 -0.807 -1.431
H -0.964 0.450 -1.402
H -2.112 -3.486 -0.688
H -2.813 -2.326 0.405
H -2.972 -4.120 1.812
H -1.322 -3.730 2.244
H -2.261 -6.185 1.342
H -1.570 -5.532 -0.134
H 0.504 -5.667 0.655
H 0.110 -5.466 2.217
H 1.123 0.526 -0.977
H 0.627 1.035 0.627
H 3.079 1.078 0.382
H 3.139 -0.627 -0.040
H 3.772 -0.635 2.236
H 2.010 -0.886 2.396
H 2.177 0.413 5.958
H 2.189 -0.827 4.672
H 0.954 0.425 4.622
C -1.110 4.893 4.540
C -1.728 3.709 3.805
C -2.027 2.508 4.710
O -0.885 1.773 5.116
C -0.203 2.257 6.251
N -0.909 3.368 2.648
H -0.051 4.716 4.738
H -1.179 5.788 3.922
H -1.611 5.086 5.492
H -2.703 4.024 3.412
H -2.634 1.804 4.136
H -2.600 2.814 5.598
H -0.905 2.683 6.978
H 0.544 3.017 6.007
H 0.307 1.411 6.711
H -1.401 2.685 2.072
H -0.063 2.904 2.968
C 2.431 0.718 -7.468
C 1.605 1.982 -7.673
C 0.946 2.513 -6.395
O -0.176 1.779 -5.959
C 0.108 0.632 -5.175
N 0.645 1.756 -8.756
H 1.786 -0.157 -7.368
H 3.077 0.553 -8.330
H 3.051 0.786 -6.574
H 2.282 2.777 -8.008
H 0.576 3.522 -6.597
H 1.689 2.582 -5.588
H 0.981 0.800 -4.536
H 0.293 -0.254 -5.788
H -0.756 0.446 -4.542
H 0.178 2.627 -8.986
H -0.087 1.146 -8.403
*
```

Results
E_HOMO: -5.8 eV
F_max: 2.552 eV Å⁻¹

Molecular formula: C9H12Cl2N
Method: DFT, ωB97M-V with the def2-TZVPD basis set

```
! RIJCOSX wB97M-V def2-TZVPD def2/J DEFGRID3
* xyz 1 3
C -1.730 0.406 2.125
C -1.160 0.648 0.783
C 2.180 2.382 -1.531
C 0.891 -2.856 -1.433
C 1.069 2.125 -0.871
C 0.066 -2.068 -0.771
C -2.240 -0.526 3.033
C 0.108 1.016 -1.235
C 0.522 -0.978 0.169
N -0.225 0.240 -0.064
Cl -2.269 -2.203 2.703
Cl -2.905 -0.030 4.499
H -1.951 1.403 2.508
H -1.606 1.577 0.423
H 2.815 3.209 -1.256
H 2.495 1.798 -2.380
H 0.520 -3.645 -2.062
H 1.963 -2.765 -1.357
H 0.766 2.725 -0.024
H -1.007 -2.185 -0.849
H 0.558 0.346 -1.970
H -0.798 1.455 -1.666
H 1.588 -0.781 0.022
H 0.352 -1.293 1.204
*
```

Results
E_HOMO (spin up / spin down): -11.0 / -13.7 eV
⟨S²⟩: 2.01
F_max: 4.626 eV Å⁻¹

Molecular formula: C13H18F6O8
Method: DFT, ωB97M-V with the def2-TZVPD basis set

```
! RIJCOSX wB97M-V def2-TZVPD def2/J DEFGRID3
* xyz 0 1
O 4.896 1.034 2.361
C 4.576 1.099 1.151
C 5.243 0.348 -0.123
C 3.841 -0.220 -0.740
C 3.016 1.147 -0.622
C 1.413 1.108 -0.489
O 0.824 -0.200 -0.642
O 0.863 -0.927 0.514
O 3.501 1.875 0.560
H 5.550 1.219 -0.821
H 6.049 -0.427 0.125
H 3.944 -0.713 -1.774
H 3.446 -0.940 0.060
H 3.297 1.712 -1.590
H 1.003 1.745 -1.362
H 1.099 1.664 0.466
H 1.072 -0.372 1.300
C -3.581 4.970 -3.240
C -3.760 3.505 -3.589
O -2.557 2.969 -4.164
C -1.594 2.613 -3.291
O -1.687 2.723 -2.095
C -0.399 2.017 -4.028
F -0.042 2.743 -5.109
F -0.654 0.771 -4.477
F 0.700 1.927 -3.252
H -3.248 5.535 -4.115
H -4.518 5.398 -2.878
H -2.820 5.103 -2.468
H -4.542 3.401 -4.343
H -4.070 2.918 -2.720
C -2.016 -2.304 2.558
C -1.173 -3.547 2.345
O -0.764 -4.103 3.606
C -1.678 -4.867 4.238
O -2.782 -5.093 3.814
C -1.100 -5.431 5.532
F -0.440 -4.499 6.252
F -0.217 -6.425 5.296
F -2.042 -5.941 6.345
H -1.485 -1.581 3.182
H -2.260 -1.836 1.602
H -2.949 -2.544 3.073
H -0.260 -3.282 1.807
H -1.697 -4.293 1.742
*
```

Results
E_HOMO: -9.6 eV
F_max: 5.448 eV Å⁻¹
SMILES: O=C1CC[C@@H](COO)O1.CCOC(=O)C(F)(F)F.CCOC(=O)C(F)(F)F

Molecular formula: C3HNO2
Method: DFT, ωB97M-V with the def2-TZVPD basis set

```
! RIJCOSX wB97M-V def2-TZVPD def2/J DEFGRID3
* xyz 0 1
O -1.744 -1.241 -0.447
C -1.373 -0.212 0.002
C 0.386 0.137 0.207
O -0.254 0.629 -0.772
C 1.826 0.145 0.147
N 2.981 0.047 0.197
H -1.833 0.499 0.684
*
```

Results
E_HOMO: -10.3 eV
F_max: 1.100 eV Å⁻¹
energy above the lowest of the compared OMol25 structures with the same formula, charge and spin: 2.5432 eV

Molecular formula: C3H24N2O8
Method: DFT, ωB97M-V with the def2-TZVPD basis set

```
! RIJCOSX wB97M-V def2-TZVPD def2/J DEFGRID3
* xyz 0 1
N -1.335 0.581 0.471
C 0.027 0.143 0.609
C 0.300 -1.047 1.577
N 1.643 -1.518 1.171
C -0.730 -2.160 1.597
O -1.914 -1.598 2.260
H -1.730 0.253 -0.393
H -1.905 0.186 1.185
H 0.478 -0.196 -0.332
H 0.782 0.887 0.890
H 0.451 -0.658 2.574
H 1.637 -1.720 0.167
H 1.826 -2.479 1.460
H -0.395 -2.871 2.357
H -0.961 -2.574 0.621
H -2.656 -2.030 1.842
O -1.576 2.781 -1.529
H -0.999 3.505 -1.227
H -1.444 2.209 -0.749
O 2.287 -1.859 -1.984
H 1.466 -2.195 -2.350
H 3.005 -2.488 -2.052
O -0.938 0.269 -2.567
H -1.093 1.228 -2.548
H -0.031 0.193 -2.267
O -0.671 2.401 2.790
H 0.024 1.932 2.335
H -1.487 2.226 2.317
O 3.374 0.659 0.420
H 2.837 0.408 -0.334
H 3.285 -0.057 1.051
O -2.262 -1.865 -1.337
H -2.036 -0.990 -1.702
H -2.971 -2.143 -1.930
O 0.977 3.637 -1.197
H 1.715 3.034 -1.082
H 1.019 3.915 -2.115
*
```

Results
E_HOMO: -9.6 eV
F_max: 2.307 eV Å⁻¹
SMILES: NC[C@H](N)CO.O.O.O.O.O.O.O
energy above the lowest of the compared OMol25 structures with the same formula, charge and spin: 0.9330 eV

Molecular formula: C35H51N2O6SSn
Method: DFT, ωB97M-V with the def2-TZVPD basis set

```
! RIJCOSX wB97M-V def2-TZVPD def2/J DEFGRID3
* xyz -1 1
C 1.181 -6.205 3.305
C 0.274 -5.824 2.133
C 0.904 -4.759 1.204
C 1.293 -3.468 1.974
Sn 2.743 -2.057 1.101
C 2.697 0.132 1.490
C 3.388 1.011 0.403
C 4.850 1.342 0.758
C 5.507 2.366 -0.173
C 4.176 -2.983 -0.330
C 5.234 -3.399 0.709
C 6.441 -4.196 0.160
C 7.272 -3.437 -0.873
C 0.092 -1.668 -2.390
C -0.501 -1.217 -1.245
C -0.915 0.219 -1.106
C -2.095 0.540 -0.202
C -1.948 0.345 1.315
C -2.715 1.510 1.952
N -2.677 2.580 0.945
C -2.446 2.011 -0.373
N -3.643 2.052 -1.219
C -4.116 0.758 -1.463
C -3.303 -0.171 -0.770
C -3.540 -1.531 -0.873
C -4.649 -1.988 -1.612
C -5.492 -1.045 -2.247
C -5.219 0.319 -2.182
S -3.907 3.482 -2.069
O -4.979 3.222 -3.007
O -3.963 4.517 -1.070
C -2.354 3.778 -3.012
C -1.405 4.701 -2.567
C -0.200 4.823 -3.252
C 0.027 4.079 -4.408
C -0.973 3.236 -4.903
C -2.167 3.078 -4.207
C -1.985 3.756 1.269
O -1.280 4.383 0.480
O -2.165 4.125 2.547
C -1.514 5.366 2.887
C -4.209 1.262 2.058
O -4.844 0.449 1.385
O -4.834 2.086 2.909
C -6.244 1.809 3.004
H 0.686 -6.933 3.956
H 2.124 -6.642 2.953
H 1.411 -5.323 3.911
H 0.032 -6.720 1.546
H -0.677 -5.438 2.525
H 1.771 -5.190 0.675
H 0.162 -4.480 0.440
H 0.388 -2.865 2.141
H 1.722 -3.680 2.954
H 1.630 0.398 1.575
H 3.158 0.262 2.473
H 3.324 0.512 -0.580
H 2.817 1.956 0.326
H 4.882 1.732 1.788
H 5.434 0.407 0.752
H 6.495 2.616 0.225
H 5.641 1.965 -1.185
H 4.921 3.293 -0.232
H 3.754 -3.847 -0.867
H 4.554 -2.276 -1.085
H 5.607 -2.492 1.219
H 4.743 -4.030 1.473
H 7.075 -4.454 1.017
H 6.092 -5.148 -0.264
H 8.149 -4.027 -1.163
H 6.674 -3.246 -1.771
H 7.633 -2.480 -0.472
H 0.632 -1.020 -3.077
H 0.306 -2.725 -2.501
H -0.869 -1.859 -0.438
H -0.040 0.734 -0.727
H -1.147 0.688 -2.059
H -2.293 -0.623 1.699
H -0.893 0.469 1.582
H -2.373 1.831 2.947
H -1.698 2.640 -0.822
H -2.845 -2.246 -0.406
H -4.838 -3.067 -1.677
H -6.370 -1.429 -2.790
H -5.868 1.060 -2.667
H -1.591 5.284 -1.666
H 0.551 5.506 -2.873
H 0.976 4.159 -4.930
H -0.832 2.698 -5.831
H -2.961 2.421 -4.568
H -1.713 5.491 3.949
H -0.440 5.292 2.685
H -1.943 6.187 2.304
H -6.638 2.579 3.667
H -6.710 1.864 2.013
H -6.402 0.807 3.423
*
```

Results
E_HOMO (spin up / spin down): -4.0 / -0.2 eV
F_max: 4.902 eV Å⁻¹

Molecular formula: C41H44CrN11Si
Method: DFT, ωB97M-V with the def2-TZVPD basis set

```
! RIJCOSX wB97M-V def2-TZVPD def2/J DEFGRID3
* xyz 0 4
Cr 0.357 0.347 0.524
C -1.725 0.699 4.445
C -0.737 0.285 3.574
N -0.986 -0.035 2.303
C -2.285 -0.006 1.951
C -3.256 0.495 2.817
N -2.989 0.859 4.056
C -2.556 -0.495 0.603
C -3.821 -0.793 0.125
C -3.991 -1.188 -1.202
C -2.834 -1.318 -1.959
C -1.591 -1.063 -1.390
N -1.447 -0.636 -0.132
C -0.330 -1.175 -2.108
C -0.182 -1.743 -3.376
N 0.979 -1.820 -3.995
C 2.024 -1.319 -3.336
C 1.901 -0.772 -2.075
N 0.734 -0.694 -1.441
C -5.332 -1.420 -1.782
C -5.502 -2.063 -3.008
C -6.776 -2.221 -3.526
N -7.878 -1.802 -2.912
C -7.723 -1.202 -1.738
C -6.492 -0.986 -1.142
H -1.492 0.939 5.473
H 0.289 0.234 3.898
H -4.276 0.624 2.473
H -4.659 -0.730 0.802
H -2.873 -1.572 -3.007
H -1.039 -2.156 -3.895
H 2.985 -1.372 -3.831
H 2.759 -0.375 -1.558
H -4.660 -2.458 -3.559
H -6.922 -2.707 -4.484
H -8.632 -0.869 -1.250
H -6.452 -0.467 -0.194
C -2.073 2.340 -1.087
N -1.083 2.113 -0.032
C -0.772 3.128 0.703
C 0.204 3.029 1.714
C 0.689 4.001 2.599
C 1.666 3.372 3.363
C 1.733 2.052 2.906
N 0.857 1.835 1.920
C -1.527 3.245 -2.168
C -2.098 4.483 -2.429
C -1.553 5.323 -3.391
C -0.427 4.930 -4.097
C 0.150 3.693 -3.842
C -0.400 2.855 -2.887
H -2.986 2.773 -0.664
H -2.337 1.376 -1.526
H -1.259 4.095 0.556
H 0.370 5.030 2.659
H 2.266 3.815 4.142
H 2.383 1.269 3.259
H -2.976 4.800 -1.876
H -2.004 6.288 -3.581
H 0.008 5.590 -4.836
H 1.036 3.385 -4.382
H 0.063 1.897 -2.674
N 4.303 5.093 -1.313
C 3.678 4.120 -1.387
N 3.021 3.007 -1.568
C 2.345 2.208 -0.885
N 1.735 1.355 -0.356
C 1.975 -1.596 3.418
Si 2.225 -1.474 1.513
C 4.174 -1.115 1.384
C 4.460 0.377 1.594
C 4.773 -1.530 0.036
C 4.932 -1.882 2.477
C 1.732 -3.314 0.972
C 1.910 -3.631 -0.516
C 2.549 -4.352 1.752
C 0.251 -3.509 1.314
H 2.544 -2.430 3.832
H 0.930 -1.761 3.685
H 2.321 -0.700 3.939
H 3.829 1.015 0.976
H 5.505 0.591 1.344
H 4.315 0.662 2.637
H 4.371 -0.939 -0.788
H 4.606 -2.586 -0.180
H 5.855 -1.365 0.049
H 4.577 -1.629 3.476
H 5.993 -1.612 2.428
H 4.860 -2.963 2.347
H 2.938 -3.490 -0.850
H 1.259 -3.020 -1.139
H 1.642 -4.678 -0.703
H 3.598 -4.343 1.452
H 2.157 -5.355 1.545
H 2.497 -4.199 2.830
H -0.382 -2.804 0.765
H 0.063 -3.375 2.381
H -0.060 -4.525 1.045
*
```

Results
E_HOMO (spin up / spin down): -7.7 / -7.4 eV
⟨S²⟩: 3.98
F_max: 2.856 eV Å⁻¹
energy above the lowest of the compared OMol25 structures with the same formula, charge and spin: 0.8765 eV

Molecular formula: C7H9N3
Method: DFT, ωB97M-V with the def2-TZVPD basis set

```
! RIJCOSX wB97M-V def2-TZVPD def2/J DEFGRID3
* xyz 2 1
C 1.004 0.388 2.797
C 2.617 0.543 1.222
C 1.638 0.219 0.325
C -0.321 0.196 1.790
C -0.299 -0.518 -1.797
C -0.645 -0.223 -0.532
C -1.237 -0.496 -2.869
N 2.138 0.652 2.463
N 0.237 0.122 0.567
N -1.499 0.111 2.298
H 3.648 0.777 1.190
H 2.031 0.112 -0.777
H 0.760 -0.541 -1.897
H -1.628 -0.269 -0.171
H -2.379 -0.499 -2.679
H -1.105 0.366 -3.477
H -1.099 -1.202 -3.587
H -1.517 -0.165 3.254
H -2.344 0.427 1.879
*
```

Results
E_HOMO (spin up / spin down): -17.8 / -17.8 eV
F_max: 7.882 eV Å⁻¹
energy above the lowest of the compared OMol25 structures with the same formula, charge and spin: 4.0729 eV